{"formula": "C41H90NO29P5", "method": "wB97M-V/def2-TZVPD", "relative_energy_kcal_mol": 0.0, "smiles": "CCOP(=O)(OCC)OCC.CCOP(=O)(OCC)OCC.CCOP(=O)(OCC)OCC.CCOP(=O)(OCC)OCC.CCOP(=O)(OCC)OCC.O=C1OCCO1.O=C1OCCO1.O=C1OCCO1.CC#N", "total_energy_ha": -5560.1906, "symbols": ["P", "P", "P", "P", "P", "O", "O", "O", "O", "O", "O", "O", "O", "O", "O", "O", "O", "O", "O", "O", "O", "O", "O", "O", "O", "O", "O", "O", "O", "O", "O", "O", "O", "O", "N", "C", "C", "C", "C", "C", "C", "C", "C", "C", "C", "C", "C", "C", "C", "C", "C", "C", "C", "C", "C", "C", "C", "C", "C", "C", "C", "C", "C", "C", "C", "C", "C", "C", "C", "C", "C", "C", "C", "C", "C", "C", "H", "H", "H", "H", "H", "H", "H", "H", "H", "H", "H", "H", "H", "H", "H", "H", "H", "H", "H", "H", "H", "H", "H", "H", "H", "H", "H", "H", "H", "H", "H", "H", "H", "H", "H", "H", "H", "H", "H", "H", "H", "H", "H", "H", "H", "H", "H", "H", "H", "H", "H", "H", "H", "H", "H", "H", "H", "H", "H", "H", "H", "H", "H", "H", "H", "H", "H", "H", "H", "H", "H", "H", "H", "H", "H", "H", "H", "H", "H", "H", "H", "H", "H", "H", "H", "H", "H", "H", "H", "H"], "xyz": [[-19.46556, -36.33297, -11.24999], [-9.16086, -28.64801, -11.27841], [-11.57155, -25.80467, -17.01216], [-6.10863, -31.11045, -14.81294], [-17.77347, -24.99859, -18.09830], [-17.50649, -30.67599, -13.34885], [-12.98630, -32.02521, -15.74695], [-4.52367, -31.30793, -14.74955], [-18.82603, -24.59420, -16.94223], [-8.42669, -28.75096, -9.84739], [-18.58744, -26.16376, -18.80590], [-17.25644, -24.06444, -19.11618], [-12.69555, -26.83082, -16.58645], [-6.49939, -31.86630, -16.14508], [-18.53784, -28.72714, -13.46333], [-16.26694, -28.85676, -13.65062], [-6.81653, -31.52962, -13.57160], [-12.33078, -31.59268, -13.63270], [-12.46292, -24.44998, -17.05051], [-9.21698, -30.16073, -11.90870], [-16.62174, -25.72304, -17.30680], [-19.96923, -35.58021, -12.57917], [-20.38230, -37.16286, -10.46258], [-11.40802, -34.54096, -19.57800], [-10.51982, -35.98356, -18.07246], [-6.31716, -29.55992, -15.16917], [-18.26441, -37.21204, -11.93053], [-10.63450, -25.63176, -15.73072], [-10.87600, -26.07065, -18.27639], [-11.94523, -34.42946, -17.41619], [-10.68739, -28.32418, -10.90700], [-8.47745, -27.68022, -12.15301], [-10.83217, -32.13582, -15.21786], [-18.64692, -35.19579, -10.45025], [-17.07348, -33.59539, -14.43027], [-7.86582, -31.74700, -16.65861], [-19.91866, -27.29400, -20.40650], [-17.26648, -38.08229, -9.83173], [-20.20013, -23.02307, -18.44407], [-10.94626, -27.07538, -10.22030], [-9.27260, -26.12477, -15.73680], [-2.31335, -31.12133, -15.51000], [-11.95997, -31.90034, -14.90594], [-18.96518, -26.16140, -20.19052], [-10.94369, -36.38003, -16.76945], [-20.94132, -36.28459, -13.39133], [-18.25209, -33.48712, -16.77303], [-20.76035, -35.78786, -14.80066], [-3.78040, -31.08469, -15.94265], [-19.56173, -29.70289, -13.46721], [-13.78559, -31.66249, -13.61494], [-17.81170, -34.33428, -11.21251], [-13.39783, -26.51303, -15.35218], [-17.33642, -29.35280, -13.46512], [-13.68904, -24.31482, -17.82335], [-18.85863, -31.02632, -13.10541], [-6.19723, -28.63565, -14.06014], [-16.50146, -34.10412, -10.44691], [-10.00233, -32.43819, -11.75653], [-11.26429, -34.90966, -18.46250], [-20.12346, -24.04751, -17.31890], [-8.69528, -32.93427, -16.28540], [-6.84036, -30.64386, -9.98654], [-16.91996, -26.66957, -16.27218], [-13.42915, -27.72408, -14.44432], [-14.21929, -31.79827, -15.08972], [-13.50791, -23.01196, -18.55796], [-12.03762, -26.41575, -11.04878], [-16.75470, -28.10669, -16.83476], [-10.16923, -30.99635, -11.26817], [-17.81934, -38.38101, -11.21681], [-7.02438, -29.11095, -9.82215], [-4.81935, -28.03600, -13.91023], [-17.57189, -33.55424, -15.46132], [-9.30314, -27.62942, -15.49185], [-11.56276, -35.11475, -16.21206], [-2.11847, -30.43264, -14.69017], [-19.22496, -31.76148, -13.81495], [-16.25787, -26.60458, -15.41363], [-6.57383, -28.61216, -10.68213], [-14.40143, -26.21782, -15.65006], [-18.31972, -34.53419, -17.07078], [-13.60411, -22.10047, -17.96734], [-7.64393, -31.20844, -9.51952], [-8.96226, -33.12163, -15.24712], [-7.70519, -31.68358, -17.73221], [-20.43366, -23.63301, -16.35741], [-20.99484, -34.72664, -14.83382], [-19.46775, -25.22907, -20.43961], [-15.94455, -35.03375, -10.55325], [-17.03035, -38.86655, -11.78097], [-12.26861, -25.38634, -10.77245], [-20.39909, -29.43322, -12.82486], [-17.56147, -34.72210, -12.19866], [-12.42939, -35.33610, -15.58629], [-19.60338, -22.12877, -18.28661], [-2.12877, -32.08873, -15.02890], [-12.94824, -27.02177, -11.01993], [-14.61722, -30.85759, -15.47210], [-6.51347, -29.16814, -13.16350], [-21.21241, -22.74575, -18.73192], [-8.18571, -33.84524, -16.62109], [-3.93401, -30.15046, -16.49569], [-20.78098, -37.35826, -13.28465], [-13.90589, -28.54647, -14.97276], [-17.93438, -26.52627, -15.90194], [-10.04127, -36.70297, -16.25515], [-14.75521, -32.73714, -15.21485], [-10.09091, -26.41285, -10.08778], [-19.56567, -28.31757, -20.51705], [-17.19404, -38.95307, -9.17784], [-20.73838, -27.22297, -19.68516], [-19.21384, -32.98722, -16.73344], [-11.85784, -26.41382, -12.12603], [-18.31039, -33.37621, -11.38063], [-16.65412, -33.76986, -9.42191], [-12.54786, -22.89209, -19.06323], [-4.02482, -31.82404, -16.70930], [-20.00368, -29.81226, -14.46265], [-16.23287, -37.72720, -9.91567], [-6.90231, -30.85782, -11.05497], [-15.92752, -33.28860, -10.89290], [-12.99163, -25.61588, -14.89038], [-4.72736, -27.33222, -13.08324], [-19.75745, -36.02364, -15.16045], [-4.58219, -27.50602, -14.83871], [-21.93336, -36.01952, -13.02186], [-14.28287, -30.79224, -13.18981], [-11.21311, -30.75399, -11.48649], [-17.26554, -28.78156, -16.13757], [-8.36728, -28.13290, -15.72671], [-9.62706, -32.97658, -16.85523], [-13.84969, -25.17816, -18.46463], [-17.78724, -37.32577, -9.24599], [-6.66528, -28.74469, -8.86418], [-14.42454, -24.18241, -17.03046], [-20.49801, -27.14801, -21.32770], [-12.43478, -28.02237, -14.10033], [-10.90595, -33.02859, -11.62713], [-14.06860, -32.54964, -13.04954], [-10.15399, -28.16692, -15.90984], [-8.26590, -30.80091, -16.29481], [-8.76557, -25.48994, -15.01523], [-13.90353, -27.50819, -13.48644], [-15.71643, -28.40974, -16.68892], [-20.74925, -24.93574, -17.43126], [-17.13580, -28.25319, -17.83900], [-5.82659, -30.89346, -9.67696], [-6.95430, -27.87452, -14.22588], [-1.62995, -31.10963, -16.35770], [-9.49755, -27.76306, -14.41964], [-11.30095, -27.33221, -9.22237], [-19.79248, -23.54038, -19.31285], [-18.09148, -26.23820, -20.83829], [-11.67901, -37.17490, -16.89389], [-21.39555, -36.39336, -15.45257], [-10.16202, -30.99909, -10.17199], [-8.76006, -25.94952, -16.68584], [-17.60776, -32.99175, -17.49763], [-9.91007, -32.36567, -12.84616], [-18.70818, -38.98399, -11.02336], [-14.23809, -22.93408, -19.37162], [-9.03718, -32.82943, -11.43584], [-18.98476, -31.29854, -12.05976], [-11.02179, -34.38999, -15.60255], [-3.97188, -28.71559, -13.79686]], "forces_ev_per_angstrom": [[1.9167, -0.3235, -0.7544], [0.6099, -0.5341, -0.2891], [-0.4539, 1.6882, -0.8609], [-0.8105, -0.2180, 1.2230], [-0.1029, -0.0191, -0.9877], [0.5208, -0.8269, 0.1256], [0.5993, 0.1847, -0.2697], [-1.0159, 0.1829, -0.2988], [1.2630, 0.8396, -1.2822], [-1.0095, -0.2902, -0.4560], [-0.2735, -0.5610, 0.0035], [-0.3609, 0.0492, 1.1576], [0.0206, -0.7242, 0.5653], [0.0643, 0.3348, 0.3214], [0.4285, 0.2938, 0.1899], [-0.4427, 0.2727, 0.3685], [1.0070, 0.3464, -1.2395], [-1.4871, 0.2258, -1.0177], [1.5790, -0.8386, 0.7583], [-0.5669, 2.1980, 1.1444], [-0.0189, 0.4808, 0.6842], [-0.1552, -0.2325, 1.2440], [0.0462, 0.7849, -0.2335], [0.4577, 0.3263, -0.3398], [0.0349, 0.3895, -0.4581], [0.3504, -0.3947, -0.0939], [-0.3987, 0.3642, 0.3190], [-0.5647, 0.4969, -0.6375], [-0.2053, -0.4915, 0.5181], [-0.4297, 0.2925, 0.5643], [1.5767, -0.2376, 0.2489], [-0.4077, -0.4449, 0.1564], [-0.7432, 0.7864, 0.4187], [-1.4335, -0.9077, -0.5431], [0.1667, -0.1016, 0.1312], [0.3743, 0.2908, 0.3542], [-1.7462, -0.0863, -0.7398], [1.2782, 0.5821, 0.4230], [0.6556, -1.0928, -0.5158], [-0.9723, 0.3130, -0.4762], [-0.0874, -0.5371, -1.0486], [-0.4310, -1.4928, 0.2956], [0.7035, -0.4331, 0.3985], [0.3043, -0.1514, -0.1998], [0.9171, 0.3350, -0.0083], [0.1685, 0.3255, 0.1572], [0.9916, -0.6026, 0.4201], [0.0290, -0.9767, -0.1414], [1.6162, 0.1008, -0.7226], [-0.9484, -0.6792, -0.2102], [-0.4544, -0.1331, 0.0853], [1.1978, 1.2670, 0.0406], [-0.2765, -0.0425, -0.1253], [-0.0334, -0.1620, -0.7087], [1.2408, 1.0071, 0.9865], [-0.6510, 1.3477, -0.1427], [-0.3195, -0.2424, 0.7697], [-0.4095, 0.0682, -0.5883], [0.7994, 1.1558, -1.2928], [-0.5318, -1.0624, 0.1178], [-0.5425, -0.0417, 1.6331], [0.1617, -1.9052, -0.8254], [0.0193, 1.2239, -0.8211], [-0.6514, -1.7515, -0.5025], [0.6653, 0.2571, 0.3132], [0.8762, -0.2845, 0.8144], [-0.4682, 0.6465, -1.4854], [-0.7034, -0.0716, -0.3677], [0.1128, 0.2127, 1.4823], [-1.5405, -2.1843, 0.3827], [-0.8187, 0.0894, 1.4757], [-0.4477, -0.9533, -0.3991], [0.7511, 0.2892, -0.9513], [-0.6119, 0.5484, -0.5320], [-0.1928, 0.1271, 1.8314], [-0.7478, 0.4927, 0.3500], [0.1455, 0.5690, -0.5001], [0.4486, -0.5291, 0.3559], [0.1328, 0.6156, -0.1744], [0.4098, 0.2078, 0.3630], [-0.0587, -0.1578, -0.0825], [-0.4734, 0.1221, -0.2994], [-0.1849, -0.3270, 0.4402], [0.2819, -0.0234, 0.4904], [0.5019, 0.6500, -0.0443], [-0.2997, 0.0014, -0.0478], [-0.1651, 0.2763, -0.1787], [0.0693, -0.0040, -0.3347], [0.0496, 0.1075, 0.0799], [0.2987, 0.1123, 0.5748], [-0.3732, -0.0882, -0.4492], [0.0343, -0.1111, 0.2794], [0.3671, 0.1825, 0.3247], [-0.2123, -0.2589, 0.0826], [-0.3660, -0.0773, -0.4537], [0.0369, -0.0583, 0.2300], [-0.1082, -0.1075, -0.1310], [-0.0742, 0.1240, 0.5018], [-0.5760, -0.4324, -0.0784], [0.0286, 0.0413, 0.0528], [-0.1779, -0.0961, 0.4906], [0.3908, 0.0884, -0.0207], [-0.6604, 0.3632, 0.8080], [-0.0763, 0.0078, -0.1353], [-0.0966, -0.1302, 0.2570], [-0.0065, 0.1369, -0.1016], [-0.2491, -0.2230, 0.2281], [-0.7848, 0.6548, -0.2394], [0.3375, -0.3568, -0.3867], [0.5081, 0.1374, 0.5671], [-0.2525, -0.2799, -0.3559], [0.3454, -0.3291, 0.3952], [-0.0713, -0.1333, 0.1543], [0.8001, 0.1112, 0.1091], [-0.2733, -0.1622, 0.1300], [-0.1500, -0.5159, 0.1459], [0.1621, -0.5863, 0.1796], [0.1317, -0.4134, 0.3863], [0.3158, 0.3601, -0.1437], [-0.0556, 0.1327, -0.0079], [0.0370, -0.1855, -0.0081], [-0.0359, -0.1613, -0.3704], [0.3717, -0.1647, 0.1725], [-0.4420, 0.0595, 0.0002], [0.1720, 0.4156, 0.2037], [-0.0387, 0.2551, 0.1189], [0.0233, -0.1964, 0.0645], [0.5740, 0.1681, 0.2894], [0.2751, 0.6805, -0.4314], [-0.2963, 0.0639, -0.2403], [-0.0830, 0.0580, -0.1861], [0.1876, 0.4899, 0.0324], [-0.1503, 0.0406, 0.0472], [-0.3507, -0.0379, -0.2918], [0.1364, 0.0912, -0.1169], [-0.5429, -0.4094, -0.5144], [0.4306, 0.2758, -0.2250], [0.2252, -0.0438, -0.5701], [0.2399, -0.2164, 0.7026], [0.0484, 0.0312, 0.0889], [0.1347, 0.3625, -0.8291], [-0.2131, -0.0214, -0.0814], [0.0544, -0.5028, 0.4378], [-0.6475, 0.0548, -0.3052], [0.1404, 0.0942, -0.7258], [-0.1686, 0.1988, -0.6635], [0.1138, 0.1397, -0.0739], [-0.1708, -0.3245, 0.3176], [0.1808, 0.0933, -0.0068], [0.0403, 0.6185, 0.0894], [0.4031, -0.1306, 0.0103], [-0.0496, -0.0198, -0.0180], [0.0904, 0.4110, -0.2742], [0.1448, 0.0383, 0.1903], [0.0571, -0.0833, 0.2460], [-0.3562, 0.4324, -0.0286], [0.7278, 0.4501, 0.0001], [-0.5160, 0.3036, -0.2209], [0.0052, 0.1094, 0.0693], [0.0684, -0.0036, 0.0236], [0.1766, -0.4368, -0.6281], [-0.1809, -0.0039, 0.2107], [-0.3512, -0.5193, 0.3476], [0.0049, -0.2513, -0.0964], [0.8712, -0.4831, -0.2779], [-0.4297, -0.5266, 0.1529]], "lowdin_charge": [0.4498, 0.4620, 0.3958, 0.4207, 0.4027, 0.0421, 0.0692, -0.1695, -0.1973, -0.2012, -0.1907, -0.2230, -0.1763, -0.1808, 0.0714, 0.1452, -0.2328, 0.0529, -0.2242, -0.1591, -0.1676, -0.2027, -0.2119, 0.1703, 0.0467, -0.1904, -0.2017, -0.1875, -0.2249, 0.0545, -0.1953, -0.2281, 0.1050, -0.1760, 0.1815, -0.2010, -0.0817, -0.0892, -0.0623, -0.2403, -0.2252, -0.0711, -0.5412, -0.2602, -0.1060, -0.2572, -0.0419, -0.0741, -0.2907, -0.1159, -0.0783, -0.2941, -0.2423, -0.5629, -0.2372, -0.1133, -0.2599, -0.0474, -0.0576, -0.5851, -0.2357, -0.0951, -0.0548, -0.2332, -0.0569, -0.0969, -0.0751, -0.0696, -0.0352, -0.3113, -0.2539, -0.2232, -0.0584, -0.2449, -0.0596, -0.1112, 0.0703, 0.1133, 0.0960, 0.0996, 0.0832, 0.0834, 0.0767, 0.0745, 0.0678, 0.1265, 0.1146, 0.0766, 0.1022, 0.0732, 0.1175, 0.0798, 0.1330, 0.0748, 0.1295, 0.0881, 0.0755, 0.0733, 0.1229, 0.0844, 0.0831, 0.0886, 0.1189, 0.1191, 0.0557, 0.1083, 0.1350, 0.1044, 0.1176, 0.0757, 0.0802, 0.0782, 0.0797, 0.0661, 0.0951, 0.0796, 0.0807, 0.1138, 0.1276, 0.0717, 0.0459, 0.0658, 0.1148, 0.0794, 0.0750, 0.0806, 0.1235, 0.1156, 0.0974, 0.0578, 0.0601, 0.0685, 0.1250, 0.0668, 0.1137, 0.1078, 0.0797, 0.0766, 0.0759, 0.1216, 0.0780, 0.1093, 0.1201, 0.0721, 0.0664, 0.1151, 0.0728, 0.0781, 0.0862, 0.0765, 0.0585, 0.1195, 0.0407, 0.1265, 0.1320, 0.0837, 0.1157, 0.1097, 0.0853, 0.0567, 0.1075, 0.0745, 0.0784, 0.1239, 0.1032, 0.0645]}